Here is a molecular structure, C11H19N2NiO from the OMol25 dataset. Energies are from ωB97M-V/def2-TZVPD.

Last column: Löwdin charge in e.
CARTESIAN COORDINATES (ANGSTROEM)
Ni: -0.3818 -0.8419 -0.3887  0.724
C: 0.5996 -0.5101 1.5073  -0.251
C: 0.2668 0.7555 0.9127  -0.251
C: 0.9779 0.8566 -0.3318  -0.258
C: 1.7788 -0.3326 -0.4912  -0.236
C: 1.5478 -1.1753 0.6478  -0.237
C: 2.3119 -2.3974 1.0341  -0.016
C: 2.8222 -0.5087 -1.5405  -0.017
C: 1.0850 2.0862 -1.1650  -0.021
C: -0.5183 1.8550 1.5384  -0.014
C: 0.1900 -0.9866 2.8560  -0.019
H: 2.7752 -2.2306 2.0085  0.097
H: 3.0850 -2.6325 0.3075  0.075
H: 1.6603 -3.2665 1.1254  0.089
H: 3.6242 0.2118 -1.3645  0.102
H: 2.4296 -0.3193 -2.5388  0.086
H: 3.2408 -1.5108 -1.5200  0.076
H: 2.0050 2.6126 -0.9001  0.102
H: 0.2525 2.7571 -0.9691  0.078
H: 1.1331 1.8489 -2.2276  0.083
H: 0.1154 2.7345 1.6525  0.098
H: -0.8838 1.5660 2.5192  0.077
H: -1.3637 2.1417 0.9156  0.084
H: 0.0191 -2.0608 2.8502  0.087
H: -0.7104 -0.4816 3.1942  0.077
H: 0.9818 -0.7818 3.5787  0.102
N: -4.4838 -0.5060 -1.1043  0.205
C: -3.2414 -0.1299 -1.4413  -0.599
N: -3.1047 0.8528 -2.3504  0.201
O: -2.2473 -0.6685 -0.9254  -0.021
H: -5.2998 -0.0875 -1.5150  0.123
H: -4.6079 -1.2121 -0.3993  0.129
H: -3.8876 1.2687 -2.8265  0.123
H: -2.1727 1.0945 -2.6484  0.121

Atoms 1-6, force components in eV/Å:
0.3601 0.6130 0.2522
0.2030 0.4294 -0.7210
0.7255 -0.5537 -0.2677
-0.0052 -0.6343 0.6471
-0.6409 0.0679 0.7103
-0.4193 0.7371 -0.3577

Results
- HOMO-LUMO gap (spin up / spin down): 0.308 / 0.307 hartree
- Highest occupied orbital energy (spin up / spin down): -11.14 / -12.09 eV
- Total charge: +1
- Relative energy (zero: lowest compared OMol25 entry of this formula, charge and spin): 19.0 kJ/mol
- 2S+1: 3